Formula: C37H58F2N11O2S
Source: the OMol25 dataset
Level of theory: the ωB97M-V functional and the def2-TZVPD basis

The value obtained for the frontier orbital gap is 6.195 eV. Its total charge is +1. The energy above the lowest of the compared OMol25 structures with the same formula, charge and spin comes out at 1367.8 kJ/mol. The LUMO energy is -4.6 eV.

Cartesian coordinates (Å):
C 5.0813 0.0979 3.6216
C 6.2578 -0.9073 3.0777
C 6.5212 -0.7859 1.4339
C 5.3965 -1.7214 0.6320
C 5.9317 -2.1365 -0.8980
N 4.1013 -0.8888 0.5776
C 4.1119 0.3069 -0.3565
C 2.8013 1.3177 -0.6089
C 3.0532 2.4956 -1.6998
C 2.4949 2.1429 -3.2334
C 1.7737 0.6749 -3.3442
F 0.3698 0.7219 -2.8330
C 1.4754 0.9757 0.2596
C 0.1552 1.9083 0.1387
C -0.0999 3.2570 -0.7241
C -0.0025 4.5381 0.3082
C 1.4800 5.1979 0.4738
F 1.7641 6.0847 -0.7161
C -1.1554 1.4200 1.0613
C -1.1602 0.1179 2.0543
C -2.5391 -0.2083 2.9319
C -3.4994 -1.1838 2.0296
N -2.9137 -2.5783 2.0421
N -4.9140 -1.2660 2.5735
N -3.5715 -0.7093 0.5939
C 0.1883 -0.8067 2.1617
C 1.4924 -0.3497 1.2800
C 2.8588 -1.2446 1.4210
C 2.8267 -2.5166 2.4927
S 2.5135 -4.1327 1.5943
O 3.4374 -5.2087 2.2879
O 1.0498 -4.6344 1.6405
H 5.4119 0.7233 4.5535
H 4.1035 -0.4966 3.9405
H 4.7906 0.8042 2.7084
H 7.2427 -0.6328 3.6933
H 6.0011 -2.0253 3.3704
H 6.5118 0.3369 1.0662
H 7.5592 -1.3221 1.2507
H 5.2762 -2.7367 1.1971
H 5.0585 -2.5465 -1.5638
H 6.7774 -2.9548 -0.7019
H 6.4863 -1.2018 -1.3522
H 5.1270 0.5310 -0.9442
H 2.6216 3.5488 -1.4443
H 4.2298 2.6393 -1.8405
H 3.4187 2.1314 -3.9791
H 1.7848 3.0088 -3.6474
H 2.4054 -0.2201 -2.9060
H 1.6731 0.4433 -4.5109
H -1.2564 3.2238 -1.0327
H 0.4670 3.3795 -1.7293
H -0.7297 5.3864 -0.0934
H -0.3668 4.1791 1.3783
H 2.3682 4.4399 0.5498
H 1.4800 5.9208 1.4093
H -2.1583 2.0683 1.0491
H -3.0852 0.8035 3.2453
H -2.1967 -0.6954 3.9664
H -1.9614 -2.6112 1.6168
H -2.8120 -2.9245 3.0213
H -5.3197 -0.3103 2.6975
H -4.8762 -1.8044 3.4702
H -2.7746 -1.0963 0.0345
H -4.4924 -0.9347 0.1563
H 0.1267 -1.7510 2.8728
H 3.9425 -2.5847 2.9124
H 2.1519 -2.3257 3.4292
H 3.0190 -4.0429 0.2576
C -4.2768 2.2659 6.0654
C -5.2595 1.3038 5.4183
N -6.0749 0.5056 4.8814
H -3.6524 1.7319 6.7869
H -3.6349 2.7132 5.3014
H -4.8198 3.0607 6.5840
C -9.0825 -1.0801 4.0246
C -10.4934 -1.3577 4.5170
N -11.6640 -1.5880 4.9256
H -8.8066 -1.8062 3.2550
H -9.0268 -0.0736 3.6008
H -8.3759 -1.1561 4.8555
C -1.7714 -4.0760 -2.2032
C -1.4634 -2.9331 -1.2497
N -1.2080 -1.9848 -0.4588
H -1.1295 -4.9322 -1.9785
H -2.8172 -4.3778 -2.0980
H -1.5943 -3.7591 -3.2346
C 0.4790 -7.6656 2.4726
C -0.5037 -8.6277 1.8255
N -1.3191 -9.4259 1.2886
H 1.1034 -8.1996 3.1941
H 1.1208 -7.2183 1.7086
H -0.0641 -6.8708 2.9912
C 0.3840 0.4402 -8.1880
C 1.3928 -0.2612 -7.2933
N 2.2299 -0.8431 -6.5511
H -0.3878 -0.2664 -8.5052
H -0.0883 1.2629 -7.6439
H 0.8857 0.8405 -9.0733
C -3.5477 4.6852 -3.8806
C -3.3077 4.7668 -2.3819
N -3.1087 4.8345 -1.1386
H -2.7497 4.1074 -4.3550
H -4.5063 4.1978 -4.0787
H -3.5636 5.6903 -4.3109
C -0.2716 4.7248 -7.7466
C -1.6825 4.4472 -7.2542
N -2.8531 4.2169 -6.8456
H 0.0043 3.9987 -8.5162
H -0.2159 5.7313 -8.1704
H 0.4350 4.6488 -6.9156

Formula: C5H10O2
Source: the OMol25 dataset
Level of theory: the ωB97M-V functional and the def2-TZVPD basis

Its SMILES is C=C(O)C(C)(C)O. The value obtained for the frontier orbital gap is 9.933 eV. Its total charge is 0. The energy above the lowest of the compared OMol25 structures with the same formula, charge and spin comes out at 136.0 kJ/mol. The LUMO energy is 0.7 eV.

Cartesian coordinates (Å):
C -0.5721 -1.5507 -1.1837
C -0.8052 -0.5927 -0.2905
O -2.0758 -0.1825 0.0226
C 0.2029 0.2422 0.4851
C 1.5967 -0.3656 0.4631
C 0.1970 1.6585 -0.1028
O -0.1824 0.2751 1.8547
H -1.3992 -2.0996 -1.6292
H 0.4269 -1.8208 -1.4985
H -2.6685 -0.5274 -0.6573
H 1.5773 -1.3723 0.8898
H 2.2684 0.2540 1.0650
H 1.9896 -0.4142 -0.5568
H 0.8788 2.3027 0.4606
H -0.8115 2.0814 -0.0504
H 0.5061 1.6382 -1.1537
H -1.1290 0.4739 1.8820

Formula: C22H15Cl4N3O3OsSe2
Source: the OMol25 dataset
Level of theory: the ωB97M-V functional and the def2-TZVPD basis

The value obtained for the frontier orbital gap (alpha / beta) is 7.480 / 5.979 eV. As for the multiplicity: 5. Its total charge is +2. The energy above the lowest of the compared OMol25 structures with the same formula, charge and spin comes out at 27.3 kJ/mol. The LUMO energy (alpha / beta) is -6.3 / -8.1 eV.

Cartesian coordinates (Å):
Os -0.9747 0.0375 -0.0353
Se -0.1676 -1.9670 -2.8321
Se -1.6713 -0.1929 -2.8922
C -0.3934 1.2646 -2.7924
C -0.2699 2.2076 -3.7913
C 0.6293 3.2482 -3.5845
C 1.3697 3.2861 -2.4133
C 1.1733 2.2925 -1.4683
N 0.3029 1.3012 -1.6576
C -0.6082 -2.7605 -1.1327
C -0.6436 -4.1433 -1.0767
C -0.9499 -4.7708 0.1200
C -1.2296 -3.9917 1.2353
C -1.1688 -2.6232 1.1143
N -0.8468 -2.0028 -0.0416
H -0.8521 2.1337 -4.6991
H 0.7467 4.0181 -4.3352
H 2.0861 4.0740 -2.2299
H 1.7120 2.2937 -0.5274
H -0.4510 -4.7137 -1.9747
H -0.9925 -5.8503 0.1733
H -1.4970 -4.4353 2.1831
H -1.3738 -1.9806 1.9615
Cl -5.7314 4.8026 1.0152
C -4.9161 3.3199 0.8671
C -5.6060 2.0994 1.1382
Cl -7.2338 2.1457 1.6018
C -4.9595 0.8680 1.0359
Cl -5.7648 -0.6016 1.3668
C -3.6198 0.8374 0.6575
O -2.9130 -0.2532 0.5496
C -2.9217 2.0720 0.3717
O -1.6881 1.9469 0.0243
C -3.5865 3.3051 0.4885
Cl -2.7222 4.7405 0.1560
O 1.5830 -1.0218 -0.1680
C 2.0933 -1.0773 1.1507
C 1.7052 0.1383 1.9550
C 2.4701 0.5253 3.0446
C 2.0811 1.6238 3.7924
C 0.9426 2.3200 3.4144
C 0.2337 1.8795 2.3156
N 0.5979 0.8051 1.5987
H 2.1511 -0.4640 -0.7122
H 3.1778 -1.1888 1.1484
H 1.6667 -1.9707 1.6125
H 3.3607 -0.0354 3.2967
H 2.6609 1.9345 4.6511
H 0.6053 3.1929 3.9545
H -0.6464 2.4072 1.9745

Formula: ClH14LiO7
Source: the OMol25 dataset
Level of theory: the ωB97M-V functional and the def2-TZVPD basis

The value obtained for the frontier orbital gap (alpha / beta) is 9.623 / 2.909 eV. As for the multiplicity: 2. Its total charge is +1. The LUMO energy (alpha / beta) is -4.8 / -10.7 eV.

Cartesian coordinates (Å):
Li -0.9378 0.9773 3.0411
Cl -0.3975 0.4415 0.7767
O 2.2932 -1.3512 -0.8073
H 1.6687 -0.6259 -0.8122
H 2.2546 -1.6950 0.0852
O 0.3370 1.1902 -2.3717
H 1.0039 1.8721 -2.4521
H 0.2569 1.0428 -1.4293
O -1.4310 -2.5356 1.5503
H -1.6042 -2.8092 0.6495
H -1.1677 -1.6183 1.4760
O 2.3076 1.6639 -0.0760
H 2.7971 1.5808 0.7423
H 1.3947 1.5227 0.1750
O 2.0781 -2.0993 2.0067
H 2.5719 -1.8245 2.7792
H 1.4040 -1.4279 1.9014
O -2.7202 2.2431 -0.5704
H -1.9399 1.9367 -0.1083
H -3.4507 1.8395 -0.1016
O -2.3491 -0.4795 -2.1015
H -1.6329 -0.0161 -1.6673
H -2.7368 0.1719 -2.6860

Formula: C7H12
Source: the OMol25 dataset
Level of theory: the ωB97M-V functional and the def2-TZVPD basis

The value obtained for the frontier orbital gap is 8.558 eV. Its total charge is 0. The energy above the lowest of the compared OMol25 structures with the same formula, charge and spin comes out at 412.8 kJ/mol. The LUMO energy is 0.4 eV.

Cartesian coordinates (Å):
C -2.6032 0.1483 -0.1581
C -1.4682 -0.6389 -0.6965
C -0.3001 0.2255 -1.0834
C 0.7400 -0.0360 0.0227
C 1.9835 -0.8282 -0.2609
C 2.0759 0.6542 -0.0102
C 0.0354 -0.2710 1.3454
H -3.2439 0.1954 -1.0586
H -2.4170 1.1874 0.1687
H -3.1962 -0.3909 0.5903
H -0.7191 -1.0547 1.1700
H 0.0952 -0.0968 -2.0541
H -0.5212 1.3082 -1.1253
H 2.1605 -1.1844 -1.2721
H 2.3395 -1.4996 0.5172
H 2.3162 1.2947 -0.8563
H 2.5018 0.9941 0.9322
H -0.4758 0.6341 1.6979
H 0.6967 -0.6414 2.1309